(1)
C31H47Br2FIN5O4P | wB97M-V/def2-TZVPD

Output
Electronic energy, Eh: -7671.1612
Orbital gap, Ha: 0.288
F_max, hartree/bohr: 0.0366
HOMO, eV: -5.9

Structure (ORCA input):
```
! wB97M-V def2-TZVPD RIJCOSX def2/J DEFGRID3
* xyz -1 1
C -6.408 1.494 -1.449
C -4.853 1.500 -1.360
C -4.374 0.164 -0.822
F -5.196 -0.224 0.251
P -2.558 0.084 -0.247
O -3.071 1.317 1.051
C -3.036 0.922 2.245
N -2.916 0.553 3.332
O -2.172 -1.103 -1.424
C -2.521 -2.425 -1.122
C -1.380 -3.248 -0.511
C -1.274 -3.110 1.003
C -1.678 -4.744 -0.865
C -3.069 -5.210 -0.445
C -0.609 -5.702 -0.360
O -2.192 1.403 -1.248
C -0.879 1.829 -1.259
I -0.100 0.797 -3.099
C -0.903 3.334 -1.538
C -1.139 3.835 -2.953
N -2.408 3.377 -3.554
C -0.216 1.285 0.059
C 1.305 1.093 -0.190
C 1.726 -0.365 -0.414
C 3.126 -0.653 0.092
C 3.391 -1.915 0.636
C 4.660 -2.271 1.090
C 5.691 -1.334 0.995
C 5.437 -0.070 0.471
C 4.164 0.279 0.019
C -0.335 2.108 1.391
Br -1.087 3.879 1.500
C 0.032 1.638 2.579
C -0.115 2.360 3.882
Br 0.819 -0.075 2.801
O -0.919 0.119 0.302
H -6.872 2.059 -0.646
H -6.810 0.484 -1.465
H -6.713 1.952 -2.391
H -4.504 1.647 -2.371
H -4.582 2.324 -0.710
H -4.554 -0.568 -1.610
H -2.775 -0.886 0.754
H -3.438 -2.512 -0.532
H -2.747 -2.901 -2.084
H -0.432 -3.019 -0.994
H -0.423 -3.682 1.371
H -1.086 -2.087 1.317
H -2.162 -3.445 1.532
H -1.670 -4.782 -1.958
H -3.157 -6.293 -0.522
H -3.843 -4.783 -1.077
H -3.321 -4.943 0.580
H -0.583 -5.761 0.724
H -0.870 -6.707 -0.701
H 0.366 -5.478 -0.786
H -1.712 3.725 -0.939
H 0.000 3.812 -1.156
H -0.284 3.687 -3.610
H -1.237 4.919 -2.862
H -2.833 4.161 -4.033
H -2.194 2.697 -4.274
H 1.869 1.428 0.674
H 1.660 1.712 -1.010
H 1.721 -0.626 -1.470
H 1.060 -1.040 0.110
H 2.584 -2.635 0.689
H 4.839 -3.252 1.502
H 6.673 -1.616 1.344
H 6.264 0.628 0.439
H 3.995 1.266 -0.386
H 0.304 1.781 4.696
H 0.374 3.329 3.844
H -1.176 2.497 4.083
C -9.664 3.964 -2.945
C -8.329 4.545 -2.991
N -7.279 4.998 -3.026
H -10.411 4.737 -3.110
H -9.761 3.202 -3.716
H -9.831 3.506 -1.972
C 9.596 0.985 0.553
C 9.395 -0.452 0.684
N 9.236 -1.581 0.791
H 10.099 1.369 1.439
H 10.205 1.193 -0.324
H 8.634 1.482 0.445
C 10.172 -1.514 4.525
C 10.592 -0.122 4.631
N 10.928 0.970 4.702
H 10.277 -1.843 3.493
H 10.789 -2.137 5.169
H 9.131 -1.611 4.825
*
```

(2)
C34H33FIrNSi | wB97M-V/def2-TZVPD

Output
Electronic energy, Eh: -1863.6117
Relative energy (zero: lowest compared OMol25 entry of this formula, charge and spin), eV: 0.000
Orbital gap (alpha / beta), Ha: 0.237 / 0.254
F_max, hartree/bohr: 0.0207
HOMO (alpha / beta), eV: -10.2 / -11.3

Structure (ORCA input):
```
! wB97M-V def2-TZVPD RIJCOSX def2/J DEFGRID3
* xyz 1 2
Ir -0.378 0.588 -1.115
C 2.068 -0.140 -2.749
N 1.172 1.006 -2.494
C 0.647 1.508 -3.783
C 1.932 2.099 -1.819
C 0.956 3.051 -1.184
C 1.087 4.428 -1.165
C 0.138 5.198 -0.500
C -0.928 4.589 0.153
C -1.075 3.207 0.133
C -0.147 2.437 -0.566
H 2.913 0.186 -3.362
H 1.520 -0.913 -3.287
H 2.431 -0.537 -1.805
H 1.481 1.771 -4.438
H 0.040 2.396 -3.615
H 0.054 0.740 -4.266
H 2.629 2.574 -2.517
H 2.518 1.611 -1.041
H 1.931 4.901 -1.654
H 0.237 6.275 -0.483
H -1.650 5.193 0.687
H -1.884 2.743 0.683
F -5.216 -1.702 1.317
C -4.408 -1.245 0.357
C -4.222 0.116 0.241
C -3.374 0.573 -0.758
C -2.713 -0.326 -1.609
C -1.733 0.176 -2.571
C -2.955 -1.706 -1.463
C -3.810 -2.170 -0.495
H -4.746 0.789 0.905
H -3.259 1.638 -0.923
H -1.927 1.165 -2.990
H -1.390 -0.542 -3.316
H -2.473 -2.406 -2.133
H -4.020 -3.223 -0.374
C -1.039 0.871 4.912
C -1.873 0.958 3.805
C -1.424 0.519 2.569
C -0.144 -0.019 2.410
C 0.677 -0.103 3.539
C 0.235 0.338 4.779
Si 0.449 -0.683 0.769
C -0.226 -2.378 0.407
C -1.013 -3.038 1.355
C -1.439 -4.342 1.141
C -1.095 -5.003 -0.031
C -0.318 -4.363 -0.989
C 0.116 -3.065 -0.764
C 2.313 -0.733 0.768
C 3.052 -1.896 0.547
C 4.442 -1.875 0.573
C 5.116 -0.688 0.819
C 4.400 0.479 1.058
C 3.015 0.451 1.035
H -1.382 1.217 5.879
H -2.868 1.370 3.909
H -2.085 0.586 1.710
H 1.675 -0.518 3.452
H 0.886 0.266 5.640
H -1.296 -2.528 2.269
H -2.033 -4.846 1.892
H -1.422 -6.022 -0.192
H -0.044 -4.882 -1.899
H 0.747 -2.587 -1.510
H 2.544 -2.834 0.358
H 4.999 -2.789 0.409
H 6.199 -0.674 0.839
H 4.924 1.403 1.272
H 2.465 1.360 1.264
*
```

(3)
C18H23Si | wB97M-V/def2-TZVPD

Output
Electronic energy, Eh: -988.8078
Relative energy (zero: lowest compared OMol25 entry of this formula, charge and spin), eV: 3.196
Orbital gap, Ha: 0.100
F_max, hartree/bohr: 0.0849
HOMO, eV: -9.9

Structure (ORCA input):
```
! wB97M-V def2-TZVPD RIJCOSX def2/J DEFGRID3
* xyz 1 1
C -1.976 0.867 5.635
Si -0.929 1.348 4.154
C -1.623 3.003 3.676
C 0.794 1.545 4.747
H -0.345 -0.936 -0.155
H -1.851 1.683 6.358
H -3.045 0.783 5.391
H -1.749 -0.115 6.069
H -1.551 3.524 4.639
H -1.036 3.525 2.911
H -2.674 2.924 3.372
H 0.735 2.271 5.540
H 1.252 0.646 5.143
H 1.485 1.933 4.004
C 1.635 -1.341 -1.255
C 2.945 -1.122 -1.810
C 4.054 -1.207 -0.919
C 5.346 -1.087 -1.431
C 5.580 -0.778 -2.785
C 4.466 -0.510 -3.591
C 3.156 -0.624 -3.125
C 0.451 -1.296 -1.960
C -0.780 -1.301 -1.077
C -2.112 -0.758 -1.679
C -3.192 -0.127 -1.000
C -4.342 0.295 -1.745
C -4.543 -0.142 -3.077
C -3.531 -0.896 -3.702
C -2.323 -1.105 -3.018
H 1.618 -1.715 -0.202
H 3.847 -1.358 0.152
H 6.170 -1.273 -0.753
H 6.605 -0.557 -3.114
H 4.669 -0.228 -4.609
H 2.298 -0.338 -3.748
H 0.371 -1.244 -3.051
H -0.872 -2.364 -0.798
H -3.174 -0.019 0.090
H -5.112 0.999 -1.371
H -5.443 0.137 -3.675
H -3.683 -1.310 -4.711
H -1.591 -1.734 -3.520
*
```